Record 1
ORCA calculation (ωB97M-V with the def2-TZVPD basis set) on a molecular structure, C73H63BrN2O2P2SiY at a distorted geometry.

For the gap between HOMO and LUMO, the calculation gives 6.411 eV. The energy relative to the best compared isomer or geometry (same formula, charge and spin) comes out at 91.7 kcal/mol. The electronic energy comes out at -6664.09360 a.u. The LUMO energy is 2.19 eV. The net charge is -1. The strongest force on any atom is 2.0 eV/Å.

```
145
C73H63BrN2O2P2SiY ωB97M-V with the def2-TZVPD basis set
H 2.10 -2.40 1.23
C -3.51 -3.41 -4.36
H -0.20 -2.73 2.59
C -5.63 1.85 0.64
C 0.49 -0.67 3.17
H 6.83 -0.91 1.09
C 2.93 1.60 3.57
C -7.32 3.57 0.55
C -6.72 2.50 1.20
C 6.09 -0.32 0.56
C 2.80 -5.09 -0.58
C -2.77 3.02 5.04
C 4.00 2.71 -7.13
C 1.62 2.43 -7.29
O -5.06 0.84 1.32
H 1.42 -2.94 6.37
C 0.11 2.80 -5.38
H -4.01 -3.30 5.28
H -1.04 -0.34 5.64
O -3.09 1.05 -0.34
Y -0.96 0.03 -0.35
C -2.41 -1.80 0.42
C -2.74 -4.35 -3.69
H 5.79 1.86 -2.00
H 0.23 -5.58 1.56
H -4.52 0.54 -1.71
H -2.55 -2.63 -0.28
H 4.49 -0.10 4.66
H -3.27 3.97 4.87
H -4.10 -4.91 3.38
C 1.39 -2.94 4.16
C 1.58 -1.52 -3.26
C 1.27 -1.46 -4.63
H -1.56 3.44 -0.09
C 4.76 -0.39 0.96
C 5.51 1.24 -1.16
P 2.00 0.25 0.62
H 2.86 -3.62 -2.13
C 0.65 -2.20 3.02
C 2.87 2.38 -7.87
H 4.98 2.65 -7.59
H 2.50 3.52 -4.21
H 1.10 -3.99 4.23
C 0.81 -5.15 0.75
H -3.75 2.88 2.41
C 3.79 0.39 0.32
H 4.15 -0.15 -5.87
C 3.77 -0.61 -3.80
H 4.66 -2.52 4.44
C 3.72 -0.67 4.15
C -3.14 -2.07 -4.32
H -4.02 2.49 -3.09
H 3.78 -5.48 -0.83
H -1.02 -4.70 -2.47
C 1.01 -3.50 -1.03
C -5.74 3.35 -1.23
C 2.75 -2.77 3.35
C -1.73 1.04 4.15
C 3.86 3.11 -5.81
H 3.78 1.76 2.90
H -0.67 -3.68 0.29
H -4.39 -3.72 -4.91
C -2.01 -1.69 -3.61
H -4.19 0.67 0.86
H 3.26 3.05 0.89
C -2.55 2.59 6.33
C -2.67 2.82 2.56
C 2.20 3.13 0.68
C 0.30 -4.08 0.02
H 3.44 1.75 -1.31
Si 0.28 -1.97 -1.92
H 0.81 0.89 4.70
H 2.48 -6.49 1.02
H -0.68 3.09 -6.07
C 2.85 -1.09 -2.88
C -3.56 -3.05 4.33
H -2.38 2.96 -4.46
H -2.25 2.21 1.77
C 1.63 4.38 0.50
N -3.40 2.16 -2.36
N -2.13 1.99 -2.65
C -1.21 -2.62 -2.94
C 2.60 3.16 -5.23
P -1.24 0.01 2.70
C 1.85 -0.47 2.35
C 6.48 0.49 -0.49
C -0.31 2.42 -4.16
C 2.27 -4.03 -1.32
C -3.15 -3.55 2.03
C -4.02 1.42 -1.24
H 0.74 2.16 -7.86
C 2.55 0.13 3.62
H -3.28 -4.21 1.17
C 4.19 1.18 -0.77
H -1.74 -0.63 -3.58
C 0.03 2.04 0.29
H -2.88 3.19 7.17
H 0.30 -1.79 -4.97
H -7.09 2.14 2.16
C -1.52 0.61 5.46
H -7.26 4.86 -1.16
H -3.23 -1.09 0.24
C -3.63 -3.94 3.26
H -0.18 5.45 0.09
H 1.29 -0.50 6.60
C -0.51 3.33 0.14
C -2.90 -1.85 4.16
C 1.28 -0.98 5.62
C 1.40 1.99 0.60
H 2.97 2.09 -8.91
H -8.17 4.06 1.00
Br 0.88 1.72 -2.85
C 2.07 -5.66 0.45
C 1.46 2.80 -5.95
C -2.59 -2.28 1.80
H 3.20 1.94 4.57
C -2.37 2.27 3.93
C -6.82 4.01 -0.66
H -3.74 -1.33 -4.84
H -2.85 -1.19 5.01
H 3.14 -3.73 3.00
C 1.21 -0.08 4.43
H 3.12 -1.11 -1.83
C 2.19 -0.98 -5.56
H 2.09 2.20 3.21
H -5.35 3.72 -2.17
C -1.69 2.47 -3.76
C -5.14 2.26 -0.62
H 7.51 0.53 -0.80
H -1.75 1.01 7.55
C 1.97 -2.02 2.24
H 4.75 -0.28 -3.46
C -2.33 -1.48 2.94
H -2.25 3.83 2.47
H 4.48 -1.04 1.76
C -1.92 1.37 6.54
C 3.44 -0.55 -5.15
H 2.24 5.27 0.56
C 1.35 -2.30 5.50
C 3.81 -1.98 4.03
H 4.73 3.38 -5.23
C -1.61 -3.96 -2.99
H -3.03 -5.40 -3.70
H 1.92 -0.93 -6.60
C 0.27 4.48 0.24
```

***

Record 2
ORCA calculation (ωB97M-V with the def2-TZVPD basis set) on 13 unconnected molecules or ions with the total composition C73H97Cl3F8O12 at a distorted geometry.

For the gap between HOMO and LUMO, the calculation gives 9.442 eV. The energy relative to the best compared isomer or geometry (same formula, charge and spin) comes out at 12.0 kcal/mol. The electronic energy comes out at -5921.85263 a.u. The LUMO energy is 0.54 eV. The net charge is 0. The strongest force on any atom is 2.9 eV/Å.

```
193
C73H97Cl3F8O12 ωB97M-V with the def2-TZVPD basis set
C 0.87 -4.05 0.63
H 1.15 -1.17 2.34
H 6.82 1.77 2.48
H -6.65 -4.30 3.67
O -2.65 5.89 -3.02
C -1.49 5.55 -0.92
H 0.23 -9.01 -0.83
C 7.15 0.77 2.06
H -1.47 -1.53 -0.06
H -2.06 -9.57 3.42
C 0.79 1.82 3.26
H -1.65 -4.67 3.60
C 0.84 -1.76 -5.62
H -4.16 4.50 -2.48
C 3.77 6.46 1.40
O 2.47 -6.51 -0.70
C 1.95 -7.76 -1.08
H 2.47 -6.98 1.39
C -7.28 0.24 -3.48
Cl -6.27 1.62 1.43
H 3.92 -7.16 0.45
H -5.17 -3.86 7.69
H 1.51 -2.45 -6.11
C -3.96 -2.66 4.79
H 4.15 -0.18 -4.52
C 4.85 1.70 -5.46
F 1.56 5.62 -1.95
C 1.31 -3.67 -0.58
C 7.68 4.85 -3.16
H -7.92 0.83 -4.13
H -3.22 1.66 0.35
C -6.00 -3.85 4.38
H -3.39 -2.55 6.79
H -6.86 -4.89 5.98
H 5.08 1.80 1.23
C 0.10 -2.18 -4.54
H -1.46 4.23 -2.63
H 7.74 1.06 1.19
C 0.43 2.45 5.63
C -3.20 -7.77 3.36
H -5.59 1.59 -3.27
C -2.01 -8.51 3.40
O 1.46 1.65 -0.50
H 0.69 7.02 -0.05
C -3.05 -0.14 1.54
C 1.07 -1.84 1.48
H 5.56 1.16 -6.08
C 2.12 2.92 -0.29
C 1.83 2.38 5.82
H 4.26 6.67 2.34
C 4.37 5.89 0.30
H 2.52 3.26 -1.25
C -1.49 -7.34 0.09
H 3.74 2.29 4.85
H -3.28 -6.25 0.66
C -2.47 -1.94 0.05
F 2.15 -1.91 -1.92
C 4.03 0.93 -4.61
H -1.48 -5.76 -2.63
C 3.06 -6.57 0.58
H -3.07 6.84 1.23
H -3.98 -5.79 3.29
O -3.08 -5.89 -1.26
H -1.87 -5.35 0.31
C -1.11 -0.16 -4.46
F -1.34 2.18 4.20
H 4.09 0.31 1.22
C -6.37 2.91 2.63
O 6.03 0.04 1.73
F -2.15 0.58 -3.98
C 3.84 3.71 -4.59
H 0.55 -8.26 0.65
H 2.03 -0.40 0.07
H 7.73 0.25 2.89
H -1.15 5.37 3.60
H 2.15 2.68 6.81
O 7.02 3.75 -2.61
C 2.17 1.79 3.57
H -0.58 5.87 -2.78
C -2.27 -5.20 -2.18
H -4.17 -8.26 3.25
F -9.01 -1.30 -3.45
C 5.10 0.74 1.00
F 3.84 5.08 -4.67
H 0.39 1.52 2.28
C -2.51 1.22 1.04
H 8.50 2.65 -1.79
H -2.54 1.86 1.91
C -6.03 0.67 -2.93
C 2.70 2.18 4.78
H 2.04 7.48 2.06
O -0.29 -6.98 -0.56
H -7.67 -2.63 -1.77
C -0.97 2.15 -0.44
C -7.14 -1.77 -2.16
C -7.78 -1.00 -3.06
O -3.45 -1.00 0.44
C -5.34 -0.16 -2.07
C -3.66 4.88 -3.36
C -0.47 5.76 2.90
H -7.00 3.72 2.23
H -1.96 -8.22 -0.37
H 7.00 5.73 -3.12
C 2.47 6.95 1.23
H 3.43 -5.57 0.71
H -1.47 6.61 -0.63
H -4.39 0.15 -1.66
H 4.53 0.82 -1.06
H 4.15 5.03 -1.66
C 0.66 -3.17 1.66
H -3.01 -4.83 -2.91
H 0.17 -8.50 3.53
H 0.65 -5.07 0.82
C -3.07 -6.36 3.39
F -3.00 -1.89 4.30
C 1.60 -1.41 0.26
H -3.09 5.85 2.79
O -2.70 5.07 -0.38
H 0.29 -3.16 -4.16
C 5.38 0.54 -0.46
H 5.57 -0.50 -0.78
H -4.92 -2.74 2.88
H -3.97 0.05 2.13
H -0.73 3.06 0.17
Cl -4.81 3.51 3.12
C -6.09 -4.22 5.71
H 2.93 1.50 2.79
H -0.02 4.98 2.29
H 5.21 3.66 -6.25
H -4.26 5.47 -4.01
H -0.58 1.26 -6.00
O -1.28 1.08 0.37
H -1.25 -7.57 1.16
H 2.31 3.52 -3.21
C 7.75 2.54 -2.58
H 8.34 2.38 -3.50
C -0.68 -6.52 3.58
C 3.09 1.57 -3.80
H -3.19 3.99 -3.91
C 0.01 2.10 4.37
C -0.46 0.29 -5.58
C -1.50 5.33 -2.40
H 2.44 0.97 -3.12
C 3.03 2.97 -3.78
H 7.88 4.68 -4.23
F 0.48 -5.88 3.83
C 3.68 5.58 -0.84
H -2.81 -2.37 -0.87
H -0.55 5.16 -0.47
H 0.25 -3.39 2.65
H 0.40 2.62 -2.05
C -2.44 -6.18 0.01
H 0.04 0.82 -1.78
O -1.30 6.61 2.06
H -1.46 -1.74 -3.09
C 1.73 6.68 0.09
H 5.41 5.59 0.40
H -2.37 -0.67 2.19
H -1.79 2.38 -1.08
H 5.88 1.57 -2.81
H -0.26 2.58 6.46
Cl -7.20 2.50 4.17
H 1.53 -4.35 -1.37
O 6.54 1.34 -0.87
H 1.47 3.72 0.09
C 4.72 3.10 -5.47
H -5.31 -2.06 -1.06
H 0.29 6.39 3.37
C 0.47 -0.52 -6.19
H 2.58 -8.65 -0.80
C 0.59 -8.05 -0.42
C -2.60 6.07 1.82
C 0.29 1.81 -1.29
C -5.88 -1.38 -1.70
H 1.00 -0.08 -7.04
C 1.63 -2.34 -0.74
H -1.78 4.16 1.22
H -3.48 4.26 1.15
H 7.20 0.46 -2.44
C -4.93 -3.08 3.91
C -5.20 -3.67 6.60
C -0.73 -7.91 3.54
H 1.78 -7.61 -2.18
H 8.60 5.00 -2.62
C -0.87 -1.40 -3.93
H -1.77 -4.39 -1.63
C 2.33 5.95 -0.89
C 6.79 1.43 -2.23
C -4.11 -2.91 6.10
C -1.81 -5.75 3.50
H -2.49 -2.75 0.80
H 2.97 2.75 0.39
C -2.62 4.85 1.00
```

***

Q: strongest force on any atom of number 1 (C73H63BrN2O2P2SiY)?
A: 2.0 eV/Å

***

Q: Which of these has the lowest electronic energy?
A: C73H63BrN2O2P2SiY

***

Q: Number 2 is which compound?
A: C73H97Cl3F8O12

***

Q: The lowest gap between HOMO and LUMO belongs to which entry?
A: C73H63BrN2O2P2SiY